No. 1
A molecular structure, C8H15NO8Zn2. Source: the OMol25 dataset; level of theory: ωB97M-V with the def2-TZVPD basis set.

Calculated values
Gap between HOMO and LUMO   0.1348 Eh
HOMO energy   -7.103 eV
Total charge   0

Element x y z (Å)
Zn  -5.970586  -7.988384  -22.524846
Zn  -4.893731  -10.776550  -19.319636
C  -2.855318  -8.098478  -20.674143
O  -3.045763  -7.862949  -21.876542
O  -2.481594  -9.240587  -20.286965
O  -3.972946  -7.982273  -20.182312
C  -7.974792  -10.671762  -21.324682
O  -8.361906  -9.599323  -21.742929
O  -7.761633  -10.736796  -20.131209
O  -6.834682  -10.757624  -21.760570
C  -3.149392  -13.175458  -19.221502
O  -4.189739  -12.757344  -18.386738
C  -3.975781  -13.213668  -17.049275
C  -4.805065  -12.450545  -16.097815
N  -4.509849  -11.052109  -16.251273
C  -5.520754  -10.239313  -15.453312
C  -5.128098  -8.845613  -15.087502
O  -4.222074  -8.883544  -13.998332
C  -3.668008  -7.639526  -13.557491
H  -3.315274  -12.803131  -20.232426
H  -3.072087  -14.261814  -19.177319
H  -2.228361  -12.769518  -18.803150
H  -2.997842  -13.317036  -16.579106
H  -4.332949  -14.241418  -16.983968
H  -4.467234  -12.770364  -15.112079
H  -5.846353  -12.736021  -16.247237
H  -3.637285  -10.911706  -15.762373
H  -5.771207  -10.808239  -14.557937
H  -6.412478  -10.194008  -16.078500
H  -5.989167  -8.249760  -14.784844
H  -4.608067  -8.287199  -15.865866
H  -3.186198  -7.085038  -14.362782
H  -2.909379  -7.879600  -12.812538
H  -4.427352  -7.002141  -13.104459

Forces on the atoms, in the same order (eV/Å):
Zn 0.145 -0.143 0.360
Zn -0.235 0.773 0.397
C -2.260 -7.165 -3.942
O 3.074 3.355 -2.807
O 4.370 -0.193 1.846
O -5.533 3.363 4.895
C 2.768 6.494 0.479
O -6.498 2.412 -3.232
O -1.545 -4.015 7.482
O 5.667 -4.930 -4.818
C 1.004 -0.364 0.019
O 0.029 0.274 0.878
C -1.009 -1.545 0.258
C 0.010 -0.067 0.240
N -1.240 1.965 0.869
C 0.187 -0.962 -1.137
C 1.030 1.028 0.596
O 0.639 -0.261 0.681
C -0.312 -0.619 -0.267
H 0.018 -0.155 0.020
H -0.037 -0.137 -0.403
H 0.315 0.071 -0.415
H 0.953 0.802 -1.268
H -0.091 -0.365 -0.333
H -0.490 -0.372 0.381
H -0.197 0.606 0.095
H 0.440 0.254 -0.157
H -0.104 0.168 0.305
H -0.128 0.015 0.036
H -0.416 -0.096 -0.127
H -0.262 -0.169 -0.684
H -0.003 -0.027 -0.263
H -0.131 -0.038 -0.030
H -0.158 0.045 0.046

No. 2
A molecular structure, C7H4N2O. Source: the OMol25 dataset; level of theory: ωB97M-V with the def2-TZVPD basis set.

Calculated values
ΔE to the lowest compared entry with this formula, charge and spin   7.999 eV
Gap between HOMO and LUMO (spin up / spin down)   0.2636 / 0.2636 Eh
HOMO energy (spin up / spin down)   -8.107 / -8.107 eV
Total charge   0

Element x y z (Å)
C  1.707582  0.753504  -1.266393
C  1.620136  1.500577  -0.056084
C  2.510695  -0.860570  -0.679326
C  2.271331  0.481848  0.760669
C  -0.468358  0.930398  -0.649109
C  0.936270  -0.912867  -0.290433
C  0.897905  -0.062631  1.030957
N  0.494642  0.034270  -1.299308
N  0.307372  1.234776  0.598143
O  3.270849  -0.306129  0.375450
H  -0.586033  1.781990  -1.138744
H  -1.265161  0.306420  -0.327674
H  0.509953  -1.941347  -0.167623
H  0.638866  -0.408523  1.922135

Forces on the atoms, in the same order (eV/Å):
C 0.958 -0.927 2.478
C 0.942 -1.376 -0.266
C -0.008 0.464 -1.996
C -0.529 1.307 -1.556
C 1.657 -4.425 3.910
C 1.051 -1.208 1.614
C 0.866 1.790 -3.406
N -1.044 0.650 -1.417
N -0.404 1.192 -0.802
O 0.366 -0.342 1.152
H -1.171 3.487 -2.396
H -1.484 0.172 -0.244
H 0.116 1.081 -0.692
H -1.317 -1.866 3.619

No. 3
A gas-phase ion, C3H4NO (charge +1). Source: the OMol25 dataset; level of theory: ωB97M-V with the def2-TZVPD basis set.

Calculated values
ΔE to the lowest compared entry with this formula, charge and spin   2.634 eV
Gap between HOMO and LUMO   0.3847 Eh
HOMO energy   -17.411 eV
Total charge   +1

Element x y z (Å)
C  0.373700  0.650389  0.049491
C  -0.522476  -0.087471  1.094528
C  0.257941  -0.375601  -1.018973
N  -0.525950  -1.324433  -0.681450
O  -1.015311  -1.109718  0.543221
H  -0.008455  1.572290  -0.340238
H  -0.635391  0.296040  2.029659
H  0.741349  -0.702920  -1.939097
H  1.334592  1.081423  0.262861

Forces on the atoms, in the same order (eV/Å):
C -1.038 -2.149 0.085
C 2.417 1.556 -4.794
C 0.242 -1.389 0.210
N 0.685 -1.082 -3.421
O -0.901 1.232 4.327
H -1.409 0.894 -0.023
H -1.191 0.239 2.910
H 0.276 1.302 -0.114
H 0.919 -0.603 0.820

No. 4
A molecular structure, C3H6ClO3V. Source: the OMol25 dataset; level of theory: ωB97M-V with the def2-TZVPD basis set.

Calculated values
2S+1   5
Gap between HOMO and LUMO (spin up / spin down)   0.2390 / 0.1518 Eh
HOMO energy (spin up / spin down)   -18.312 / -18.297 eV
<S²>   6.006
Total charge   +2

Element x y z (Å)
V  -0.723497  -2.929046  2.226959
Cl  -1.870330  -1.012997  3.426968
C  0.152765  1.399658  1.198694
O  0.362231  0.735204  -0.035123
C  0.334853  -0.547030  -0.122008
O  0.187685  -1.299253  0.849561
O  0.541331  -0.960820  -1.390940
C  0.250956  -0.204848  -2.485760
H  0.863031  1.159648  1.989910
H  -0.775730  1.127114  1.700400
H  0.123397  2.489077  1.178585
H  1.004931  0.580422  -2.540317
H  -0.747460  0.223381  -2.574520
H  0.295836  -0.760511  -3.422411

Forces on the atoms, in the same order (eV/Å):
V 0.795 1.825 -1.313
Cl 0.226 -0.258 -0.261
C -0.196 0.298 2.340
O -0.171 1.060 0.285
C 0.513 0.436 -3.372
O -0.832 -2.040 1.507
O -0.778 -2.896 4.953
C 0.107 2.796 -3.052
H 0.697 -0.319 -0.574
H -0.697 -0.354 -0.528
H 0.174 -0.186 -1.158
H -0.250 0.239 -0.294
H -0.131 0.091 0.958
H 0.544 -0.692 0.511